The following is a DFT calculation (wB97M-V/def2-TZVPD) of C24H28NO3Sm as an isolated structure.

Last column: Löwdin charge in e.
Positions of all 57 atoms, in Å:
C  2.3535  0.0671  2.4455  -0.1882
C  2.3238  -0.7068  1.2586  -0.2040
C  2.0073  0.1630  0.1785  -0.2240
H  2.5954  -1.7557  1.1701  0.1056
C  1.8496  1.4837  0.7072  -0.2212
C  2.0874  1.4265  2.0988  -0.1834
H  1.7040  2.3890  0.1148  0.0804
C  -1.3974  -2.0730  2.9826  -0.1664
C  -0.1393  -2.5269  2.4751  -0.1739
C  -0.2295  -2.5561  1.0503  -0.1587
H  0.7271  -2.8292  3.0671  0.1144
C  -1.5137  -2.0528  0.6734  -0.3467
C  -2.2497  -1.7726  1.8797  -0.1414
H  2.0505  -0.0945  -0.8845  0.0953
H  2.1683  2.2854  2.7737  0.1123
H  2.6380  -0.2997  3.4341  0.1125
H  -3.2891  -1.4452  1.9342  0.1135
H  0.5210  -2.9408  0.3575  0.1137
H  -1.6966  -2.0239  4.0421  0.1189
Sm  -0.2949  0.0106  1.6298  1.7533
C  -1.9261  -1.6190  -0.7116  -0.4874
C  -3.4494  -1.7943  -0.7985  -0.0416
C  -1.2179  -2.4378  -1.7980  -0.0224
H  -3.6995  -2.8232  -0.4895  0.1053
H  -3.8049  -1.6219  -1.8180  0.0775
H  -3.9668  -1.0889  -0.1327  0.0900
H  -1.3547  -3.5127  -1.6111  0.1026
H  -0.1387  -2.2273  -1.8538  0.0854
H  -1.6609  -2.1939  -2.7739  0.0937
C  -1.4514  -0.1178  -0.8398  -0.1064
C  -2.0653  0.6241  -2.0172  -0.4369
H  -0.3400  -0.0900  -0.9273  0.0896
H  -1.8157  0.4947  0.0410  0.1095
O  -3.2526  0.4468  -2.2705  0.0562
N  -1.3132  1.4930  -2.7817  0.0603
C  -0.1724  2.3069  -2.3335  -0.1262
H  -1.8906  1.9399  -3.4868  0.1493
C  1.1326  1.7655  -2.8692  -0.2331
C  2.3343  2.4340  -2.5942  -0.0619
H  2.2925  3.3943  -2.0668  0.1186
C  3.5556  1.8659  -2.9700  -0.0743
H  4.4852  2.3750  -2.7061  0.1076
C  3.5764  0.6577  -3.6772  -0.0897
H  4.5266  0.2144  -3.9653  0.1011
C  2.3779  0.0305  -4.0301  -0.0776
H  2.3686  -0.8961  -4.6066  0.1041
C  1.1539  0.5991  -3.6444  -0.0479
H  0.2014  0.1404  -3.9344  0.1091
H  -0.1382  2.3856  -1.2309  0.1139
H  -0.3139  3.3305  -2.7205  0.1375
C  -0.9998  1.5247  5.5249  0.0107
C  -0.7831  1.0800  4.1145  -0.6818
O  -1.4240  1.5785  3.1231  -0.1375
O  0.0672  0.1350  3.9351  -0.1805
H  -1.9279  2.0948  5.5543  0.0845
H  -0.1399  2.1364  5.8255  0.0948
H  -1.0410  0.6272  6.1525  0.0920

Highest occupied orbital energy (spin up / spin down) = -8.190 / -8.166 eV
Charge = 0
Multiplicity = 6
Expectation value of S² = 8.765
Gap between HOMO and LUMO (spin up / spin down) = 8.41 / 8.52 eV
Total energy = -50880.9700 eV
ΔE to the lowest compared entry with this formula, charge and spin = 0.0 kcal per mole

=====

The following is a DFT calculation (wB97M-V/def2-TZVPD) of a 3-piece molecular cluster, C2H11N5O overall.

Last column: Löwdin charge in e.
Positions of all 19 atoms, in Å:
C  -0.0314  0.3559  0.6597  -0.1638
C  1.4880  1.4961  2.1576  -0.0229
N  1.0988  1.1991  0.9067  0.1316
N  0.9672  -0.6681  -1.2993  0.0213
N  -2.6651  -0.6981  -1.2067  0.0141
N  -0.1053  0.0633  -0.8035  -0.1927
N  -1.7300  -1.1740  -0.5322  0.0502
O  2.5772  2.2333  2.2606  0.1795
H  -0.0382  -0.6727  1.0711  0.1415
H  -1.0412  0.8120  0.8978  0.1592
H  1.1168  1.1588  3.1284  0.1917
H  1.7097  1.6492  0.2242  0.1933
H  0.7521  -1.0610  -2.2507  0.1253
H  1.3181  -1.4137  -0.6212  0.1346
H  -3.0029  0.1926  -0.8919  0.1364
H  -3.1556  -1.0804  -2.0831  0.1992
H  -0.3513  0.8662  -1.3833  0.1570
H  -1.2614  -2.6770  -1.1221  0.3641
H  2.9338  2.3669  3.1626  0.1803

Highest occupied orbital energy (spin up / spin down) = -16.124 / -16.124 eV
Charge = +2
Gap between HOMO and LUMO (spin up / spin down) = 7.35 / 7.35 eV
Total energy = -11726.5857 eV
ΔE to the lowest compared entry with this formula, charge and spin = 133.1 kcal per mole

=====

The following is a DFT calculation (wB97M-V/def2-TZVPD) of C6H12 in the gas phase.

Last column: Löwdin charge in e.
Positions of all 18 atoms, in Å:
C  2.1010  -1.1867  -0.4527  -0.0965
C  1.2902  0.1088  -0.7304  -0.2296
C  -0.0962  0.1044  -0.1746  -0.3410
C  -0.4720  0.9478  0.7769  -0.1294
C  -1.8117  1.0350  1.4677  -0.0947
C  -1.0516  -0.7977  -0.9206  -0.0505
H  3.0912  -0.9179  -0.1079  0.0588
H  1.6574  -1.7660  0.3612  0.0755
H  2.2070  -1.7844  -1.3509  0.0623
H  1.2935  0.2539  -1.8109  0.1064
H  1.8583  0.9720  -0.3497  0.1048
H  0.2778  1.5758  1.2679  0.1048
H  -1.6731  0.7867  2.5227  0.0735
H  -2.5558  0.3632  1.0348  0.0569
H  -2.2352  2.0321  1.3743  0.0680
H  -1.3702  -0.3242  -1.8565  0.0892
H  -0.5273  -1.7291  -1.1734  0.0766
H  -1.9204  -1.0823  -0.3240  0.0651

Highest occupied orbital energy = -8.882 eV
Charge = 0
Structure (SMILES) = C/C=C(\C)CC
Gap between HOMO and LUMO = 9.97 eV
Total energy = -6416.0741 eV
ΔE to the lowest compared entry with this formula, charge and spin = 20.0 kcal per mole

=====

The following is a DFT calculation (wB97M-V/def2-TZVPD) of C5H7NS as an isolated structure.

Last column: Löwdin charge in e.
Positions of all 14 atoms, in Å:
C  -0.6970  -0.8104  0.0064  -0.5118
C  0.1226  -0.0334  1.0868  -0.4036
C  0.1053  -0.0506  -1.0946  -0.3788
C  -0.2409  1.3546  -0.6549  -0.1607
C  -0.1798  1.3991  0.6578  -0.1388
H  -2.3952  0.2357  -0.1742  0.0301
H  -2.5829  -1.1997  0.7143  0.1126
H  -0.4809  -1.8822  0.1022  0.1182
H  0.0935  -0.3101  2.1447  0.1063
H  0.1298  -0.3737  -2.1411  0.1112
H  -0.4092  2.1884  -1.3045  0.1003
H  -0.2856  2.2586  1.3579  0.1200
N  -2.1189  -0.6860  -0.0855  0.0519
S  1.6313  -0.4545  -0.0069  0.8432

Highest occupied orbital energy = -8.468 eV
Charge = 0
Gap between HOMO and LUMO = 9.15 eV
Total energy = -17621.5695 eV
ΔE to the lowest compared entry with this formula, charge and spin = 47.9 kcal per mole

=====

The following is a DFT calculation (wB97M-V/def2-TZVPD) of C6H6BrN3 in the gas phase.

Last column: Löwdin charge in e.
Positions of all 16 atoms, in Å:
C  0.5705  1.8109  -0.1578  -0.3366
C  0.0930  -0.6336  1.4328  -0.0985
C  1.4884  -0.7256  1.1578  -0.2795
C  -0.9897  -0.3840  0.6651  -0.0859
C  2.1331  -0.0051  0.2021  -0.6906
C  -0.0964  0.9800  -1.0943  -0.0061
N  0.8207  2.6649  0.5544  0.1675
N  -1.0062  0.1222  -0.6450  -0.1662
N  -1.8996  -0.4277  -1.4689  0.1392
Br  3.7392  -0.5270  -0.3957  0.7029
H  -0.2710  -1.1122  2.4416  0.1476
H  1.8574  -1.3722  1.9323  0.0831
H  -2.0328  -0.6051  0.8388  0.1128
H  0.1272  1.3239  -2.0537  0.1197
H  -2.4443  -1.1569  -1.1216  0.0963
H  -2.0894  0.0473  -2.2878  0.0942

Highest occupied orbital energy (spin up / spin down) = -7.164 / -7.168 eV
Charge = 0
Gap between HOMO and LUMO (spin up / spin down) = 6.45 / 6.46 eV
Total energy = -80825.0284 eV
ΔE to the lowest compared entry with this formula, charge and spin = 134.2 kcal per mole

=====

The following is a DFT calculation (wB97M-V/def2-TZVPD) of a 2-piece molecular cluster, C4H9NO3 overall.

Last column: Löwdin charge in e.
Positions of all 17 atoms, in Å:
C  -0.3028  -1.0788  -1.6676  -0.2978
N  0.0272  -0.0118  -0.9320  -0.1774
C  -0.6540  1.2346  -1.1491  -0.0633
C  1.0483  -0.1232  0.1132  -0.1243
C  0.7024  -1.2649  1.0108  -0.2498
O  1.1489  -1.1793  2.1147  0.0435
O  0.4511  -2.1041  -1.7970  -0.0459
H  -1.0792  -0.7991  -2.3887  0.1318
H  -1.4288  1.2006  -0.2261  0.1257
H  0.0828  1.9559  -0.8340  0.0697
H  -1.0057  1.5678  -2.1778  0.1135
H  1.1234  0.8341  0.6363  0.1205
H  2.0265  -0.2931  -0.3527  0.1417
H  -0.0178  -2.0280  0.6556  0.1388
H  -0.9526  1.4432  2.4281  0.0527
H  -0.4351  -0.0203  2.6663  0.1339
O  -0.7348  0.6662  1.8999  -0.1133

Highest occupied orbital energy = -9.115 eV
Charge = 0
Structure (SMILES) = CN(C=O)CC=O.O
Gap between HOMO and LUMO = 9.58 eV
Total energy = -11924.5996 eV
ΔE to the lowest compared entry with this formula, charge and spin = 67.8 kcal per mole